This record from the OMol25 dataset describes 3 unconnected molecules or ions with the total composition C9H19FNO9PS2 in a non-equilibrium geometry. The level of theory is wB97M-V/def2-TZVPD.

Computed properties:
- Electronic energy: -2323.89750 a.u.
- Structure (SMILES): O=C(NF)OP(=O)(O)O.O=S1(=O)CCCC1.O=S1(=O)CCCC1
- Highest occupied orbital energy: -10.466 eV
- LUMO energy: 0.4 eV

ORCA input file:
```
! RIJCOSX wB97M-V def2-TZVPD def2/J DEFGRID3
* xyz 0 1
O 1.58478 5.99915 -1.02604
C 1.19433 5.01732 -1.55962
N 0.01938 4.35758 -1.16647
F 0.18926 2.99300 -1.41745
O 1.91683 4.41203 -2.57451
P 1.18133 4.12288 -3.96072
O -0.24927 4.45497 -3.95343
O 1.52696 2.62416 -4.27528
O 1.99030 4.90164 -5.05828
H -0.78307 4.65561 -1.71307
H 0.98583 2.05683 -3.69913
H 1.35646 5.47907 -5.50574
C 2.74763 -1.89677 0.12646
C 1.51968 -1.27152 0.80387
C 1.46328 0.20266 0.37523
S 2.24647 0.28199 -1.23916
O 3.44965 1.06692 -1.13832
O 1.25766 0.57110 -2.25280
C 2.69680 -1.44750 -1.33124
H 2.74368 -2.98229 0.20749
H 3.66067 -1.52694 0.59747
H 0.62171 -1.78769 0.47204
H 1.56389 -1.36304 1.88378
H 0.44516 0.57267 0.28735
H 2.02974 0.84381 1.04691
H 3.64331 -1.54274 -1.85754
H 1.90837 -1.96279 -1.87863
C -3.61130 -2.92921 1.64574
C -3.93348 -3.16758 3.12793
C -2.60896 -3.10978 3.90097
S -1.52746 -2.02424 2.95826
O -0.42222 -2.80149 2.45647
O -1.30878 -0.79902 3.68057
C -2.67127 -1.72815 1.61168
H -4.51013 -2.74621 1.05998
H -3.11050 -3.80533 1.22913
H -4.60325 -2.38375 3.48520
H -4.43411 -4.12128 3.28370
H -2.72703 -2.69895 4.89974
H -2.12751 -4.08367 3.95493
H -2.11478 -1.63206 0.68212
H -3.20005 -0.80141 1.83038
*
```



This record from the OMol25 dataset describes a gas-phase ion, NO4S (charge -1) in a non-equilibrium geometry. The level of theory is wB97M-V/def2-TZVPD.

Computed properties:
- Electronic energy: -753.87744 a.u.
- Energy relative to the best compared isomer or geometry (same formula, charge and spin): 73.0 kJ/mol
- Structure (SMILES): O=S(=O)=[N+]([O-])[O-]
- Highest occupied orbital energy: -4.788 eV
- LUMO energy: 3.9 eV

ORCA input file:
```
! RIJCOSX wB97M-V def2-TZVPD def2/J DEFGRID3
* xyz -1 1
N 0.78386 0.04034 -0.02991
O 1.73870 0.92881 -0.36754
O -1.51040 -1.07232 -0.35531
O 1.14024 -1.07291 0.27202
O -1.58674 1.09881 0.77262
S -1.21636 0.31592 -0.41592
*
```



This record from the OMol25 dataset describes a molecular structure, C16H28F3Na3O18S in a non-equilibrium geometry. The level of theory is wB97M-V/def2-TZVPD.

Computed properties:
- Electronic energy: -3165.30681 a.u.
- Expectation value of S²: 0.750
- Highest occupied orbital energy (alpha / beta): -7.121 / -12.464 eV
- LUMO energy (alpha / beta): -3.5 / -3.1 eV

ORCA input file:
```
! RIJCOSX wB97M-V def2-TZVPD def2/J DEFGRID3
* xyz 1 2
Na -3.93316 0.60161 3.28808
Na -3.19636 4.06438 2.50869
Na -3.48238 1.15722 -2.29279
C 0.14227 1.29204 0.87244
F 0.87371 1.67182 -0.16136
F 0.03751 -0.06826 0.92310
F 0.73487 1.72403 2.06971
S -1.69464 2.02387 0.67916
O -2.45410 1.77355 1.89831
O -1.42483 3.43949 0.67299
O -2.22100 1.49700 -0.55357
C 3.29876 4.45172 1.91659
C 2.58331 4.29309 0.56308
O 3.48001 4.73072 -0.35419
C 4.69656 4.92887 0.25748
O 5.74645 5.14000 -0.31356
O 4.58649 4.78994 1.57519
H 3.25330 3.53356 2.50227
H 2.96024 5.28611 2.53083
H 1.61679 4.79692 0.57284
H 2.47662 3.22072 0.39960
C 4.13787 -5.11481 4.82778
O 3.23185 -4.07073 4.36339
C 3.53424 -2.83441 4.31486
O 4.58044 -2.27228 4.63593
O 2.26546 -2.19821 4.16241
C 2.21263 -0.77435 4.15819
H 3.74519 -5.83103 4.10601
H 3.76735 -5.41432 5.80815
H 5.19050 -5.03974 4.55498
H 2.43132 -0.41427 5.16349
H 1.19634 -0.49553 3.87977
H 2.79983 -0.35512 3.34116
C -3.08702 -1.44559 0.37164
O -2.47323 -1.83196 1.58799
C -1.50240 -2.74522 1.59235
O -0.84458 -3.18644 0.59925
O -1.35362 -3.10260 2.88842
C -0.30302 -4.06553 3.27324
H -3.61395 -2.26762 -0.11282
H -2.39915 -0.98561 -0.33783
H -3.83820 -0.67929 0.56300
H -0.28433 -4.08428 4.36292
H 0.71754 -3.87093 2.94357
H -0.60671 -5.05254 2.92441
C 0.27470 -1.22215 -1.90558
O -0.50790 -2.27780 -2.43942
C -1.76172 -2.05958 -2.75973
O -2.36964 -0.97913 -2.68921
O -2.37996 -3.29118 -3.06048
C -3.44759 -3.37905 -3.95632
H 1.32683 -1.44634 -2.08123
H 0.20090 -1.07367 -0.82827
H 0.04162 -0.22737 -2.28532
H -4.13316 -2.59130 -3.64401
H -3.80288 -4.40933 -3.97629
H -2.99556 -3.18317 -4.92864
C -1.12370 1.28682 -6.87227
O -1.06016 2.44403 -6.08059
C -1.68043 2.46975 -4.87496
O -2.39484 1.57397 -4.39740
O -1.39930 3.63040 -4.36216
C -1.67112 3.84283 -3.04108
H -0.79592 0.45340 -6.25092
H -0.45245 1.37442 -7.72658
H -2.10131 1.09217 -7.31327
H -2.75237 3.78587 -2.91557
H -1.33005 4.85103 -2.80591
H -1.26880 3.11971 -2.33163
*
```



This record from the OMol25 dataset describes a single C3H3NO molecule in a non-equilibrium geometry. The level of theory is wB97M-V/def2-TZVPD.

Computed properties:
- Electronic energy: -246.02518 a.u.
- Energy relative to the best compared isomer or geometry (same formula, charge and spin): 174.2 kJ/mol
- Structure (SMILES): N#C[C@H]1CO1
- Highest occupied orbital energy: -11.193 eV
- LUMO energy: 0.8 eV

ORCA input file:
```
! RIJCOSX wB97M-V def2-TZVPD def2/J DEFGRID3
* xyz 0 1
N -1.14163 1.72159 -1.37386
C -1.00121 0.90113 -0.57079
C -0.55392 -0.26758 0.15813
C 0.89646 -0.31503 0.28621
O 0.00240 -0.27073 1.44152
H -1.07832 -1.19715 -0.04872
H 1.40169 -1.17270 -0.17598
H 1.47453 0.60048 0.28350
*
```



This record from the OMol25 dataset describes 10 unconnected molecules or ions with the total composition C32H76N3O15P2 in a non-equilibrium geometry. The level of theory is wB97M-V/def2-TZVPD.

Computed properties:
- Electronic energy: -3239.88255 a.u.
- Highest occupied orbital energy: -10.406 eV
- LUMO energy: -5.4 eV

ORCA input file:
```
! RIJCOSX wB97M-V def2-TZVPD def2/J DEFGRID3
* xyz 1 1
C -1.28717 -8.89373 -0.45443
C -2.50300 -8.40415 -0.24076
C -3.89942 -7.56886 -0.12071
C -3.50639 -5.97208 -0.18425
C -4.58851 -5.09285 -0.99881
N -4.13591 -4.58972 -2.33381
C -3.76071 -3.16187 -2.33259
N -4.54249 -2.35792 -3.11402
P -4.32540 -0.62427 -3.37077
O -2.89200 -0.09916 -3.23434
O -5.49454 0.30716 -2.48388
O -4.76223 -0.35029 -5.03144
N -2.60932 -2.60137 -1.61198
C -1.45264 -3.55713 -1.49188
C -0.01032 -2.92979 -1.87383
C 0.99093 -2.25663 -0.85971
C 2.40405 -1.71797 -1.33870
C 2.81957 -1.87309 -2.87474
C 1.84634 -2.53289 -3.92585
C 2.17588 -2.75916 -5.48685
C 0.43191 -3.05393 -3.38864
P -3.02194 -1.94747 -0.02876
O -3.33269 -3.00145 1.05517
O -1.63327 -1.08026 0.54878
O -4.30202 -0.81883 -0.02312
H -0.39424 -9.61542 -0.60388
H -4.53905 -7.89239 -1.02695
H -4.37025 -7.86866 0.88520
H -2.43841 -5.95908 -0.65455
H -3.39935 -5.58877 0.90446
H -5.04728 -4.21766 -0.38082
H -5.49284 -5.80427 -1.20727
H -3.44615 -5.19727 -2.80022
H -5.35038 -2.79907 -3.61703
H -6.07716 -0.30836 -1.95436
H -5.73583 -0.11119 -5.06735
H -1.35970 -3.88670 -0.37441
H -1.54959 -4.52496 -2.10040
H 0.72027 -2.17008 0.27014
H 3.17587 -1.22920 -0.63269
H 3.85505 -1.52679 -3.27048
H 3.00489 -2.02242 -5.78857
H 2.61117 -3.83241 -5.57871
H 1.23466 -2.71779 -6.14331
H -0.28585 -3.56975 -4.13938
H -1.81794 -0.11667 0.40787
H -4.94341 -0.98033 0.71170
C 3.84144 2.39840 -1.20777
C 4.93443 1.94802 -0.25957
O 5.78346 1.00711 -0.90383
H 3.24886 1.54276 -1.54500
H 3.17735 3.11911 -0.72334
H 4.27071 2.86061 -2.10186
H 4.50236 1.46735 0.62161
H 5.53948 2.79763 0.07209
H 6.16859 1.44357 -1.67750
C 2.41441 -7.54765 -0.01212
C 2.12217 -6.08875 -0.29998
O 1.12703 -5.97865 -1.31215
H 2.75711 -8.05660 -0.91784
H 3.18117 -7.64701 0.76001
H 1.50971 -8.06497 0.32144
H 3.02271 -5.58076 -0.65354
H 1.76706 -5.57606 0.59935
H 0.32986 -6.42370 -0.98771
C -4.41295 3.74305 -0.81702
C -2.98898 3.30136 -0.54723
O -2.92042 2.59906 0.69037
H -4.77418 4.38759 -0.01076
H -4.47983 4.28821 -1.76157
H -5.08442 2.87981 -0.86031
H -2.32586 4.16693 -0.48296
H -2.62496 2.64566 -1.34432
H -3.50443 1.82933 0.62248
C -1.19781 4.44843 3.90709
C -2.23805 3.42750 4.32250
O -3.35074 3.47904 3.43995
H -1.62379 5.45583 3.91534
H -0.33680 4.42384 4.57948
H -0.85306 4.25655 2.88586
H -2.59519 3.63561 5.33403
H -1.82275 2.41537 4.30408
H -3.02088 3.28518 2.54816
C 4.43643 6.76284 -2.32286
C 5.52979 6.31167 -1.37513
O 6.37714 5.37102 -2.02201
H 3.84371 5.90763 -2.65995
H 3.77269 7.48337 -1.83838
H 4.86557 7.22534 -3.21680
H 5.09784 5.83083 -0.49417
H 6.13543 7.16066 -1.04312
H 6.76117 5.80823 -2.79556
C -0.23858 0.23985 4.08699
C 1.14351 0.53658 3.54459
O 1.39822 -0.26210 2.39576
H -0.32967 -0.81780 4.35008
H -0.44731 0.84331 4.97352
H -1.00294 0.44723 3.33140
H 1.90615 0.30845 4.29261
H 1.23628 1.59154 3.26730
H 0.72302 -0.04751 1.73611
C 1.70453 7.06096 3.15692
C 2.32286 6.74889 4.50452
O 1.92508 5.45333 4.93642
H 0.61343 7.01428 3.21547
H 1.99740 8.05653 2.81430
H 2.01555 6.32515 2.40848
H 1.99275 7.47229 5.25344
H 3.41563 6.78156 4.45066
H 2.22881 4.81836 4.27189
C -2.99867 7.86586 6.07274
C -2.15542 9.12286 6.14490
O -1.27005 9.18146 5.03382
H -2.36188 6.97660 6.06568
H -3.68153 7.80433 6.92380
H -3.58482 7.84555 5.14883
H -1.55545 9.12859 7.05780
H -2.78526 10.01802 6.13987
H -1.80969 9.18489 4.23030
C 3.96540 -7.59568 -4.28561
C 4.48411 -6.27807 -3.74516
O 3.42385 -5.33487 -3.65478
H 3.51644 -7.45544 -5.27299
H 4.77149 -8.32935 -4.36543
H 3.18418 -8.00031 -3.63473
H 5.24813 -5.86677 -4.40908
H 4.92411 -6.40888 -2.75131
H 2.75452 -5.70306 -3.05760
*
```



This record from the OMol25 dataset describes 2 unconnected molecules or ions with the total composition C4H8N3 in a non-equilibrium geometry. The level of theory is wB97M-V/def2-TZVPD.

Computed properties:
- Electronic energy: -321.09680 a.u.
- Energy relative to the best compared isomer or geometry (same formula, charge and spin): 510.7 kJ/mol
- Highest occupied orbital energy: -14.621 eV
- LUMO energy: -6.2 eV

ORCA input file:
```
! RIJCOSX wB97M-V def2-TZVPD def2/J DEFGRID3
* xyz 1 1
C 2.68842 0.71945 0.06538
C 1.23091 -0.73424 -0.31792
C -2.37061 -0.42404 -0.62735
C -1.70755 -0.19408 0.61802
N 2.53071 -0.55672 -0.23757
N 1.52134 1.24863 0.36722
N 0.56330 0.33435 0.06314
H 3.58371 1.21892 0.38291
H 0.89429 -1.76267 -0.49292
H -2.52099 0.44691 -1.21063
H -3.16240 -1.12565 -0.28313
H -1.59939 -1.03233 -1.21993
H -1.58348 -1.08041 1.06817
H -1.28933 0.82296 1.08334
H 1.22108 2.11892 0.74127
*
```